Record 1
Computed, not measured: a 2-piece molecular cluster, C24H53N3O5PS overall, with ωB97M-V with the def2-TZVPD basis set.

DFT total energy ... -60574.6683 eV
Maximum force ... 2.58 eV/Å
Charge ... +1
Kohn-Sham gap ... 8.20 eV
Lowest unoccupied orbital energy ... -2.39 eV

Geometry (Å):
C  0.51645  0.25139  -8.83045
C  1.41631  1.17802  -8.01430
O  1.27698  0.82004  -6.62652
P  2.36676  1.49125  -5.67006
O  3.71550  1.29999  -6.17645
C  2.06345  0.61244  -4.12020
C  0.59661  0.66238  -3.68326
C  0.07067  2.08758  -3.35554
C  -0.41363  2.11105  -1.88685
N  -1.87791  1.84220  -2.00042
C  -2.11589  1.62496  -3.30677
N  -3.06144  0.86311  -3.76791
C  -3.97632  0.08060  -2.92709
C  -3.30780  -1.13935  -2.29954
C  -4.06046  -1.64424  -1.06931
C  -3.95924  -0.62979  0.07319
C  -3.91049  -1.27059  1.46078
C  -2.70176  -2.22606  1.57995
C  -1.90235  -1.91835  2.83422
C  -0.59471  -2.69227  2.94206
C  0.16813  -2.24067  4.20979
C  0.16721  -3.30767  5.32881
C  1.47503  -3.29288  6.14885
C  1.30800  -2.76969  7.57798
O  2.13898  -1.62430  7.72557
C  2.61739  -1.44510  9.05517
N  -1.21690  2.34334  -4.02211
O  1.91120  3.01778  -5.54543
C  2.92355  3.97553  -5.14593
C  3.79758  3.59451  -3.97178
H  -0.18158  -0.28056  -8.19577
H  1.11900  -0.48506  -9.34640
H  -0.03172  0.79620  -9.59079
H  1.12639  2.20718  -8.20719
H  2.43086  1.04952  -8.36797
H  2.70230  0.99039  -3.33254
H  2.33494  -0.41356  -4.32951
H  -0.04264  0.17673  -4.41449
H  0.52551  0.07397  -2.77330
H  0.80173  2.87299  -3.39594
H  0.14553  1.49584  -1.19548
H  -0.36036  3.10391  -1.44737
H  -2.14086  1.03966  -1.43454
H  -3.16589  0.80994  -4.77153
H  -4.76473  -0.26658  -3.58041
H  -4.45110  0.72983  -2.19973
H  -2.27380  -0.94165  -2.02847
H  -3.29103  -1.91441  -3.05898
H  -5.09921  -1.79362  -1.35523
H  -3.63691  -2.60549  -0.81170
H  -3.04334  -0.04750  -0.00210
H  -4.82706  0.02297  0.02177
H  -3.71040  -0.44831  2.13765
H  -4.84761  -1.74675  1.71720
H  -3.08155  -3.23961  1.65958
H  -2.03257  -2.12401  0.73093
H  -2.50010  -2.18518  3.70485
H  -1.66773  -0.85937  2.91154
H  -0.76360  -3.76378  2.96051
H  0.03972  -2.47628  2.08454
H  -0.36663  -1.38171  4.59983
H  1.17538  -1.91971  3.97603
H  -0.67077  -3.07383  5.97943
H  -0.01433  -4.30001  4.93203
H  2.19885  -2.65026  5.66309
H  1.85904  -4.30442  6.17738
H  1.59616  -3.55729  8.26710
H  0.27375  -2.48904  7.77754
H  2.01767  -1.99745  9.77069
H  3.65902  -1.73180  9.13850
H  2.49399  -0.39713  9.31211
H  -1.25528  2.13304  -5.01492
H  2.37336  4.86123  -4.85226
H  3.53557  4.27453  -5.98684
H  4.35258  4.48717  -3.70221
H  3.20273  3.35467  -3.09709
H  4.52899  2.82995  -4.19652
C  1.52493  0.55246  6.03862
S  0.84547  1.62350  4.76094
O  0.53896  0.76905  3.57583
C  2.38286  2.48424  4.40378
H  0.73906  -0.10955  6.38567
H  2.34515  -0.03574  5.63223
H  1.87374  1.16645  6.86846
H  3.14266  1.76425  4.09940
H  2.70692  3.02751  5.29108
H  2.19709  3.18728  3.59451

Atomic forces in eV per Å
0.279 0.011 -0.085
-0.749 -0.502 -1.145
-0.150 0.791 0.478
0.204 -0.816 -0.300
1.009 0.230 -0.036
-0.939 0.467 -0.474
0.460 0.446 0.202
-0.175 -0.969 1.777
-0.564 1.932 0.113
0.640 -2.382 0.754
0.321 1.250 0.605
-0.567 -0.032 -0.640
0.011 -0.079 -0.014
-0.330 -0.250 -0.161
0.316 0.663 -0.476
-0.722 -0.845 0.291
0.964 0.258 -0.599
-0.612 0.432 0.823
0.213 -0.703 -0.017
0.426 0.778 0.343
-0.745 -0.943 0.150
0.503 0.620 -0.161
-0.992 -0.068 0.126
0.458 0.017 -0.619
0.246 -0.369 0.707
-0.534 0.386 -0.290
-0.066 -0.590 -1.362
0.130 -0.362 0.200
0.045 0.673 0.348
-0.002 0.244 -0.065
-0.195 0.007 0.140
0.041 -0.273 -0.059
-0.144 0.113 -0.051
-0.019 0.245 0.484
0.367 0.058 0.413
0.290 0.120 0.040
0.237 -0.252 -0.017
-0.011 0.004 -0.271
-0.141 -0.227 0.114
0.132 0.292 -0.948
-0.263 -0.695 -0.079
0.277 0.277 -0.201
-0.439 0.374 0.267
-0.016 -0.036 0.092
-0.230 0.039 -0.150
0.120 0.220 0.206
0.244 0.093 0.047
0.205 -0.195 -0.159
-0.199 -0.193 0.138
0.004 -0.220 0.225
0.160 0.244 -0.185
0.096 0.433 0.004
-0.386 0.124 0.431
-0.202 -0.095 0.095
0.256 -0.358 -0.340
0.030 -0.149 -0.362
-0.209 0.155 0.203
-0.028 0.229 -0.105
-0.098 -0.236 -0.049
-0.055 -0.023 -0.317
0.239 0.352 -0.021
0.162 -0.004 -0.102
-0.194 -0.228 0.204
0.024 -0.171 -0.194
0.256 -0.032 -0.099
0.341 -0.145 0.035
0.078 0.005 0.383
-0.195 -0.005 0.101
-0.043 -0.250 0.141
0.236 -0.107 0.015
0.216 0.231 0.037
0.363 0.295 -0.033
-0.365 0.111 -0.074
0.042 -0.343 -0.394
0.153 0.200 0.016
-0.086 -0.272 0.189
-0.047 -0.335 -0.026
-0.050 0.186 -0.226
0.035 0.045 0.149
0.063 0.110 -0.111
0.079 0.011 -0.047
-0.049 0.028 -0.024
-0.018 -0.010 -0.030
-0.026 0.003 0.006
-0.038 -0.044 0.011
-0.025 0.004 0.006
-0.052 -0.001 0.007

---

Record 2
Computed, not measured: a 10-piece molecular cluster, C24H54BF4N5O4 overall, with ωB97M-V with the def2-TZVPD basis set.

DFT total energy ... -52943.0277 eV
Maximum force ... 12.15 eV/Å
Kohn-Sham gap ... 9.16 eV
Lowest unoccupied orbital energy ... -0.49 eV

Geometry (Å):
C  -93.13883  -66.69659  -0.65193
C  -91.74366  -67.31084  -0.41111
C  -91.80119  -68.68655  -1.11952
N  -90.45859  -69.49372  -1.08525
C  -89.98505  -69.93665  0.25223
C  -89.40286  -68.68560  -1.87188
C  -88.49203  -69.75472  -2.61234
C  -89.21705  -71.04986  -2.53547
C  -90.64444  -70.59271  -2.04110
H  -93.82841  -67.35396  0.02601
H  -93.42716  -66.30402  -1.55790
H  -93.12063  -65.69842  -0.11631
H  -91.63957  -67.60735  0.45660
H  -90.83149  -66.68461  -0.82776
H  -92.07074  -68.49617  -2.09776
H  -92.49013  -69.07766  -0.60059
H  -89.54715  -69.06223  0.73482
H  -89.24397  -70.79770  0.15879
H  -90.75275  -70.27766  0.81386
H  -89.11006  -67.86259  -1.66010
H  -89.83914  -68.19650  -2.74929
H  -87.44598  -69.70117  -2.14885
H  -88.28111  -69.24522  -3.58074
H  -88.65113  -71.68194  -1.72590
H  -89.04334  -71.49270  -3.47053
H  -91.33593  -71.48458  -1.78918
H  -91.17312  -70.43076  -3.01384
B  -89.58615  -73.60280  1.11101
F  -89.24075  -73.38650  -0.18096
F  -89.80076  -74.91678  1.45230
F  -88.81135  -72.99486  2.06838
F  -90.84597  -73.03923  1.29648
C  -86.28340  -71.30642  0.89644
C  -85.60095  -70.78699  -0.33926
N  -85.03587  -70.36503  -1.33570
H  -86.65949  -70.26490  1.60225
H  -87.15831  -71.89532  0.75293
H  -85.58115  -71.84598  1.37071
C  -92.59493  -75.16586  -0.83252
C  -94.02743  -74.89847  -1.14486
N  -95.07490  -74.76489  -1.51199
H  -92.48345  -74.85334  0.07907
H  -92.52801  -76.25307  -0.43177
H  -91.95933  -74.64420  -1.61024
C  -87.92761  -74.42749  -3.21033
C  -86.71063  -74.97271  -3.91372
N  -85.85274  -75.54124  -4.40211
H  -88.63098  -75.23302  -3.06459
H  -87.58067  -73.78753  -2.44693
H  -88.39295  -73.81224  -4.01898
C  -88.08737  -76.30759  3.96392
C  -86.72671  -76.49720  3.37311
N  -85.59314  -76.66451  2.93418
H  -88.17527  -76.22338  5.02003
H  -88.66516  -75.62556  3.59937
H  -88.69183  -77.29531  3.71008
C  -93.08341  -75.93168  5.09333
C  -92.14086  -74.93969  4.41656
O  -92.23441  -75.26014  3.04300
H  -92.96142  -76.96052  4.85877
H  -94.04116  -75.78206  4.53073
H  -92.92147  -75.77003  6.09543
H  -91.16787  -75.12840  4.80733
H  -92.43171  -73.76881  4.61725
H  -91.62265  -74.66301  2.65109
C  -95.24746  -71.09601  1.13564
C  -94.00889  -72.04407  1.09295
O  -92.95512  -71.50929  1.87021
H  -95.14890  -69.97753  0.88901
H  -95.70693  -71.10709  2.16175
H  -95.95272  -71.61447  0.42418
H  -93.49691  -71.91929  0.03178
H  -94.37332  -73.19924  1.24363
H  -92.18902  -72.07300  1.73527
C  -87.70548  -77.44099  -0.34600
C  -89.12626  -78.02737  -0.28411
O  -89.71852  -77.62472  0.99568
H  -87.76834  -76.51289  -0.50294
H  -87.27341  -77.76165  -1.31796
H  -87.10220  -77.72967  0.43452
H  -89.05613  -79.14145  -0.24072
H  -89.57193  -77.66801  -1.13067
H  -89.76426  -76.69980  1.03888
C  -90.26405  -69.39034  6.12369
C  -90.01508  -70.33395  4.96223
O  -88.88704  -71.12740  5.07395
H  -91.23162  -68.71237  6.14411
H  -89.61843  -68.65280  6.06245
H  -90.13576  -70.00242  7.04591
H  -90.11547  -69.83129  4.05063
H  -90.85862  -71.15156  5.18515
H  -89.03756  -71.85026  4.44965

Atomic forces in eV per Å
0.749 0.488 5.675
0.713 2.486 -10.518
6.179 3.915 -1.128
-1.089 1.890 -2.390
3.201 0.258 -1.419
-3.715 -10.278 -5.309
2.742 3.910 1.619
1.045 -0.087 3.644
-0.585 -4.839 -2.750
0.487 1.294 -2.003
-0.744 -0.529 -2.624
-0.047 -1.043 0.068
1.213 -1.495 9.110
-1.940 -0.991 1.078
-0.262 -0.358 -2.204
-4.977 -4.339 3.464
0.165 -0.209 -0.016
-0.860 1.367 -0.069
-2.766 -1.119 1.618
4.704 9.490 5.495
-1.762 -0.966 -0.267
-1.437 -0.704 -0.393
-0.502 -1.081 0.155
-1.391 0.852 -1.553
-0.952 -1.205 -1.170
1.417 1.434 1.119
0.312 1.664 0.946
-1.159 -0.018 1.317
1.099 0.092 -1.302
0.664 -1.452 -0.198
1.555 0.530 0.275
-1.975 1.153 -0.189
-1.929 5.840 -0.463
2.230 2.026 -5.019
-3.412 -2.471 5.915
1.364 -3.284 -2.053
-0.606 -0.406 -0.527
2.295 -1.791 2.220
-2.018 -2.502 -3.599
4.783 -1.121 0.783
-4.036 0.742 -1.137
1.269 3.234 5.115
0.424 1.042 -2.174
-0.335 -1.392 1.139
0.954 0.020 -3.701
-1.824 0.086 1.334
0.934 -0.248 -0.594
0.060 -0.120 0.896
-0.237 0.289 1.338
0.127 -0.105 0.767
1.962 -6.936 0.510
5.940 -0.387 -1.872
-7.272 1.044 2.717
0.837 -0.006 1.010
-2.807 4.568 -2.875
1.286 1.738 0.411
-0.948 1.401 -3.091
-1.789 0.730 -0.005
-0.166 0.188 0.458
1.272 -0.908 -0.278
0.035 0.422 1.626
-1.004 0.232 2.632
1.214 0.208 0.137
0.513 -2.806 -0.293
0.827 0.557 -1.276
-0.608 -0.581 0.238
0.334 0.378 -2.568
-0.614 -0.204 1.160
0.425 -1.817 -0.002
0.381 -0.177 -0.904
0.321 0.959 0.698
-1.714 -0.978 1.195
1.170 2.820 0.046
0.264 -0.214 0.122
-1.095 -6.999 -2.218
2.671 -0.904 3.993
-0.058 -2.808 -1.419
-0.436 7.712 -0.366
0.147 -0.382 0.509
1.361 -0.476 1.793
-0.426 0.934 -0.240
-2.120 0.664 -2.031
-0.035 2.140 0.002
-3.149 -1.949 0.820
-4.328 -2.785 2.665
1.631 0.050 -0.142
1.227 -2.252 -0.339
3.933 3.484 0.295
-0.263 0.891 -0.403
-0.190 0.543 -1.710
0.764 1.891 -1.486
0.381 0.070 0.162